(1)
# H22O11

11 unconnected molecules or ions with the total composition H22O11 (ωB97M-V/def2-TZVPD, the Open Molecules 2025 dataset).

Positions of all 33 atoms, in Å:
O1 -1.073689 -0.787857 3.296201
O2 4.435948 0.471108 -0.740679
O3 -2.702448 -1.561990 -1.212647
O4 0.160622 -3.569943 -0.527936
O5 -3.684979 0.561202 1.511761
O6 0.509901 -0.182543 -0.991289
O7 -0.919591 -0.255648 -3.083678
O8 -2.472931 3.687790 -1.527893
O9 1.494802 3.473023 1.316641
O10 2.858305 -0.752145 -0.272873
O11 0.970485 -0.597767 2.192707
H1 -1.555133 -1.617152 3.198879
H2 -3.934257 -0.276010 1.104421
H3 2.439617 3.296700 1.388919
H4 -0.696200 -3.598207 -0.087428
H5 0.221711 -1.098329 -0.906012
H6 -1.898939 3.140178 -0.980496
H7 0.454457 -4.487903 -0.528416
H8 0.890558 0.024650 -0.130381
H9 1.415942 4.004307 0.516323
H10 -2.197265 -2.068388 -1.858666
H11 -2.433253 3.273244 -2.397127
H12 5.073586 0.586601 -0.027188
H13 0.015054 -0.025236 -3.132051
H14 -0.948353 -0.988727 -2.458572
H15 -3.125215 -2.234221 -0.666420
H16 -1.756268 -0.110898 3.226908
H17 3.416342 -0.734209 -1.058534
H18 4.541183 1.263154 -1.279731
H19 3.480185 -0.666316 0.458488
H20 1.641395 -0.821200 1.537766
H21 1.065079 -1.279615 2.867337
H22 -2.721637 0.535740 1.529459

Force components x, y, z for each atom (eV/Å):
O -1.1 -0.3 0.5
O 3.7 3.3 -1.0
O 0.0 -0.3 0.3
O -0.3 -0.1 0.0
O 0.1 -0.2 0.3
O -0.5 0.3 0.2
O -0.3 -0.4 -0.9
O 0.1 0.0 -0.1
O 0.2 0.1 -0.1
O -2.4 -3.0 1.6
O 1.2 -0.1 -0.6
H -0.1 0.1 0.1
H 0.0 0.2 -0.1
H -0.1 0.0 0.1
H 0.1 0.1 0.0
H 0.3 0.0 0.3
H -0.1 0.0 0.0
H 0.1 0.1 -0.1
H 0.1 -0.1 -0.3
H -0.1 0.0 0.1
H -0.3 -0.1 -0.1
H 0.0 0.0 0.1
H 0.3 0.1 -0.1
H -0.2 0.0 0.3
H 0.2 0.7 -0.2
H 0.0 0.0 -0.1
H 0.0 0.0 0.2
H -0.7 -0.3 0.5
H 0.2 0.1 -0.1
H -0.3 -0.2 -0.4
H 0.2 -0.1 -0.1
H -0.2 0.2 0.0
H 0.0 0.1 -0.3

Results
SMILES string: O.O.O.O.O.O.O.O.O.O.O
Energy relative to the best compared isomer or geometry (same formula, charge and spin) (kcal per mole): 110.49
Orbital gap (eV): 9.93
HOMO energy (Ha): -0.3691


(2)
# C4H7N3

A molecular structure, C4H7N3 (ωB97M-V/def2-TZVPD, the Open Molecules 2025 dataset).

Positions of all 14 atoms, in Å:
N1 0.191750 0.111719 0.733214
N2 -0.000487 -1.680772 1.847244
N3 -1.979230 -1.959356 -1.113693
C1 -0.382799 -1.069215 0.740764
C2 0.429415 1.271076 -1.435310
C3 -0.207474 1.269690 -0.047977
C4 -1.276972 -1.576639 -0.277943
H1 0.109297 2.155847 0.510835
H2 0.018286 -2.690750 1.919303
H3 0.152667 2.178816 -1.980101
H4 1.519954 1.234263 -1.358214
H5 0.639278 -0.480581 1.864500
H6 -1.301981 1.319285 -0.132531
H7 0.099560 0.406656 -2.021949

Force components x, y, z for each atom (eV/Å):
N -0.1 -0.2 0.0
N -0.1 -0.2 0.0
N 0.7 0.4 0.8
C 0.2 0.2 0.1
C 0.0 0.0 -0.1
C -0.1 0.1 -0.1
C -0.6 -0.3 -0.8
H -0.1 -0.1 -0.1
H 0.0 0.1 0.0
H 0.0 -0.1 0.1
H -0.1 0.0 0.0
H 0.0 0.1 0.0
H 0.1 0.0 0.0
H 0.0 0.1 0.1

Results
Energy relative to the best compared isomer or geometry (same formula, charge and spin) (kcal per mole): 58.10
Orbital gap (eV): 9.51
HOMO energy (Ha): -0.3395


(3)
# C6H12O

A single C6H12O molecule (ωB97M-V/def2-TZVPD, the Open Molecules 2025 dataset).

Positions of all 19 atoms, in Å:
O1 2.283093 0.883527 -0.412404
C1 -0.020386 0.006388 -0.727900
C2 -0.795097 0.794054 0.336369
C3 -2.101466 0.131692 0.775491
C4 0.888367 -1.658400 0.942905
C5 0.511149 -1.336385 -0.290896
C6 1.176390 0.803031 -1.287317
H1 2.017938 1.383111 0.369018
H2 -0.158446 0.967861 1.215065
H3 -2.610705 0.731332 1.537812
H4 -0.700661 -0.140447 -1.580315
H5 0.722984 -0.996025 1.787402
H6 0.725250 -2.033474 -1.100476
H7 1.554110 0.304350 -2.185133
H8 -1.924862 -0.865360 1.190794
H9 0.847363 1.810377 -1.581076
H10 1.395306 -2.592647 1.161578
H11 -1.020377 1.785945 -0.079688
H12 -2.789950 0.021078 -0.071220

Force components x, y, z for each atom (eV/Å):
O -0.1 0.2 0.2
C -0.1 0.0 0.0
C 0.1 0.1 0.0
C 0.0 -0.1 0.0
C -0.2 0.0 -0.2
C 0.2 -0.1 0.3
C -0.1 0.0 -0.3
H 0.1 -0.1 -0.1
H -0.1 0.0 -0.1
H 0.1 -0.1 -0.1
H 0.1 0.0 0.1
H 0.0 0.0 -0.1
H 0.0 0.0 0.1
H 0.0 0.0 0.1
H 0.0 0.1 -0.1
H -0.1 -0.1 0.0
H -0.1 0.0 -0.1
H 0.1 -0.1 0.1
H 0.1 0.0 0.1

Results
SMILES string: C=C[C@@H](CC)CO
Energy relative to the best compared isomer or geometry (same formula, charge and spin) (kcal per mole): 25.98
Orbital gap (eV): 10.56
HOMO energy (Ha): -0.3520


(4)
# C23H28F6N6O2PPb

A molecular structure, C23H28F6N6O2PPb (ωB97M-V/def2-TZVPD, the Open Molecules 2025 dataset).

Positions of all 67 atoms, in Å:
Pb1 1.321938 -0.223591 -1.524004
P1 4.429999 -1.241670 -0.073688
F1 3.830240 -1.164556 1.456728
F2 4.846158 -1.226579 -1.594298
F3 3.445053 0.157884 -0.409226
F4 5.219677 -2.549916 0.265225
F5 3.062905 -2.099854 -0.463756
F6 5.579088 -0.242761 0.351090
O1 2.641400 2.731131 -1.459602
O2 -1.561794 1.353208 -0.398807
N1 1.175092 4.302459 -0.690109
N2 -1.213075 0.205288 -1.178307
N3 1.321910 0.719950 2.328544
N4 1.002627 -0.993210 0.778758
N5 0.579194 2.017554 -0.890192
N6 1.369717 -1.499500 3.052515
C1 -5.659511 0.620988 -0.508203
C2 -1.745476 -1.754175 -3.653986
C3 -3.637681 -0.468222 -1.253095
C4 1.277890 -2.940762 2.814988
C5 1.541163 2.999310 -1.045925
C6 -2.199216 -0.558972 -1.497818
C7 -0.347473 -3.751317 -2.302302
C8 -1.136454 -2.781878 -4.359625
C9 0.184705 1.353175 2.944912
C10 -1.640491 -1.718120 -2.266463
C11 -0.436034 -3.775547 -3.687899
C12 -4.290655 0.640323 -0.689889
C13 -0.629293 2.308763 -0.464591
C14 -0.949041 -2.720085 -1.590647
C15 -6.406010 -0.493134 -0.875683
C16 -4.406472 -1.583390 -1.620084
C17 -5.776148 -1.595846 -1.430360
C18 -0.046697 4.566909 -0.202965
C19 1.239886 -0.695792 2.007217
C20 2.173728 5.353810 -0.921191
C21 2.538490 1.447412 2.105530
C22 1.896880 -1.081225 4.352895
C23 -0.997295 3.598829 -0.041190
H1 1.060471 -2.002583 0.658796
H2 2.702591 -1.758695 4.629482
H3 -3.744607 1.523757 -0.406854
H4 -6.349551 -2.464637 -1.719345
H5 -0.926481 -2.717233 -0.507902
H6 2.122412 -3.278885 2.209350
H7 0.333058 -3.182151 2.327021
H8 -2.292839 -0.981133 -4.177570
H9 2.651697 1.640312 1.030130
H10 3.394634 0.815836 2.355188
H11 1.115972 -1.119535 5.111377
H12 -0.651954 0.663844 2.999839
H13 2.510677 2.379475 2.663725
H14 0.473219 1.698714 3.944155
H15 -7.477434 -0.496981 -0.732463
H16 -1.210798 -2.807927 -5.437500
H17 -6.152080 1.482309 -0.081056
H18 1.304731 -3.446772 3.775871
H19 0.030797 -4.575487 -4.244107
H20 2.322114 -0.082491 4.308240
H21 -0.075553 2.239176 2.356382
H22 -1.992009 3.827515 0.300507
H23 1.818767 6.273131 -0.465669
H24 2.312795 5.491311 -1.991393
H25 -3.929692 -2.451544 -2.052168
H26 0.177313 -4.537536 -1.777665
H27 3.119435 5.049387 -0.481016
H28 -0.246609 5.601930 0.040146

Force components x, y, z for each atom (eV/Å):
Pb 0.2 -0.1 -0.3
P 0.2 0.2 0.3
F -0.1 0.0 0.0
F -0.1 0.0 0.0
F 0.0 0.0 0.1
F 0.0 0.0 -0.1
F 0.1 -0.1 -0.2
F -0.1 -0.2 -0.1
O 0.2 0.0 0.0
O -0.1 0.1 -0.2
N 0.0 -0.1 0.0
N 0.1 0.2 0.3
N 0.1 0.0 0.0
N -0.3 0.1 0.4
N -0.1 -0.1 0.1
N 0.1 0.0 -0.1
C 0.0 0.0 0.0
C 0.0 0.0 0.1
C 0.0 0.0 0.0
C 0.0 0.0 0.0
C -0.2 0.0 0.0
C 0.0 -0.1 -0.1
C 0.0 0.0 0.0
C 0.0 0.0 0.0
C 0.0 0.0 -0.1
C 0.0 0.0 -0.1
C 0.0 0.0 0.0
C 0.0 0.1 0.0
C -0.1 -0.1 0.0
C 0.0 -0.1 0.0
C 0.0 0.0 0.0
C 0.0 0.0 0.0
C 0.0 0.0 0.0
C -0.1 -0.1 0.0
C 0.1 0.0 -0.1
C 0.0 0.0 0.0
C 0.0 0.0 0.0
C 0.0 0.0 0.0
C 0.1 0.0 -0.1
H 0.0 0.0 -0.1
H 0.0 0.0 0.0
H 0.0 0.0 0.0
H 0.0 0.0 0.0
H 0.0 0.0 0.1
H 0.0 0.0 0.0
H 0.0 0.0 0.0
H 0.0 0.0 0.0
H 0.0 0.0 -0.1
H 0.0 0.0 0.0
H 0.0 0.0 0.0
H 0.0 0.0 0.0
H 0.0 0.0 0.0
H 0.0 0.0 0.0
H 0.0 0.0 0.0
H 0.0 0.0 0.0
H 0.0 0.0 0.0
H 0.0 0.0 0.0
H 0.0 0.0 0.0
H 0.0 0.0 0.0
H 0.0 0.0 0.0
H -0.1 0.0 0.0
H 0.0 0.0 0.0
H 0.0 0.0 0.0
H 0.0 0.0 0.0
H 0.0 0.0 0.0
H 0.0 0.0 0.0
H 0.0 0.0 0.0

Results
Net charge: +2
Energy relative to the best compared isomer or geometry (same formula, charge and spin) (kcal per mole): 25.50
Orbital gap (spin up / spin down) (eV): 8.48 / 5.15
HOMO energy (spin up / spin down) (Ha): -0.5345 / -0.5345
2S+1: 2


Max |F| / eV/Å: 5.0; 1.2; 0.3; 0.5